{
  "formula": "C35H95AgN8O9Pd",
  "method": "ωB97M-V/def2-TZVPD",
  "species": ["Pd", "Ag", "C", "C", "C", "O", "H", "H", "H", "H", "H", "H", "H", "C", "C", "C", "O", "C", "N", "H", "H", "H", "H", "H", "H", "H", "H", "H", "H", "H", "C", "C", "C", "O", "C", "N", "H", "H", "H", "H", "H", "H", "H", "H", "H", "H", "H", "C", "C", "C", "O", "C", "N", "H", "H", "H", "H", "H", "H", "H", "H", "H", "H", "H", "C", "C", "C", "O", "C", "N", "H", "H", "H", "H", "H", "H", "H", "H", "H", "H", "H", "C", "C", "C", "O", "C", "N", "H", "H", "H", "H", "H", "H", "H", "H", "H", "H", "H", "C", "C", "C", "O", "C", "N", "H", "H", "H", "H", "H", "H", "H", "H", "H", "H", "H", "C", "C", "C", "O", "C", "N", "H", "H", "H", "H", "H", "H", "H", "H", "H", "H", "H", "C", "C", "C", "O", "C", "N", "H", "H", "H", "H", "H", "H", "H", "H", "H", "H", "H"],
  "xyz": [[-1.060, -4.306, 0.030], [-1.759, -2.520, 2.683], [1.487, -0.980, 0.227], [-0.026, -0.888, 0.383], [-0.600, -0.053, -0.773], [-0.728, -2.103, 0.457], [1.962, -0.008, 0.094], [1.712, -1.515, -0.696], [2.078, -1.374, 1.054], [-0.226, -0.503, 1.382], [-0.536, -0.619, -1.702], [-0.053, 0.880, -0.906], [-1.685, -0.011, -0.680], [4.263, 2.555, -0.414], [4.564, 1.767, 0.834], [4.854, 0.265, 0.536], [5.848, 0.114, -0.490], [6.151, -1.211, -0.772], [5.759, 2.400, 1.421], [3.597, 2.035, -1.101], [5.226, 2.807, -0.858], [3.746, 3.489, -0.191], [3.766, 1.818, 1.575], [3.956, -0.186, 0.116], [5.206, -0.303, 1.397], [6.635, -1.760, 0.036], [6.847, -1.229, -1.611], [5.216, -1.740, -0.954], [6.110, 1.773, 2.131], [6.474, 2.328, 0.711], [2.688, -2.810, 3.597], [3.574, -1.867, 4.428], [2.833, -0.817, 5.297], [1.833, 0.031, 4.588], [2.325, 0.833, 3.505], [4.517, -2.712, 5.208], [2.131, -2.318, 2.800], [1.952, -3.150, 4.325], [3.251, -3.653, 3.195], [4.207, -1.325, 3.725], [3.513, -0.143, 5.818], [2.359, -1.308, 6.147], [1.536, 1.558, 3.310], [2.607, 0.241, 2.634], [3.226, 1.398, 3.745], [5.037, -3.246, 4.527], [3.983, -3.413, 5.703], [-0.909, 0.867, 5.737], [-1.681, -0.137, 4.848], [-2.474, 0.539, 3.766], [-3.112, -0.406, 2.912], [-3.945, 0.119, 1.942], [-0.753, -1.112, 4.390], [-0.342, 0.309, 6.483], [-1.543, 1.632, 6.185], [-0.090, 1.353, 5.207], [-2.393, -0.733, 5.419], [-1.782, 1.194, 3.236], [-3.249, 1.195, 4.161], [-3.434, 0.586, 1.101], [-4.746, 0.764, 2.304], [-4.511, -0.686, 1.472], [0.027, -0.602, 4.002], [-0.397, -1.524, 5.241], [-2.133, 3.365, -2.105], [-2.972, 4.644, -2.103], [-3.221, 5.046, -3.602], [-3.731, 3.969, -4.429], [-4.003, 4.478, -5.763], [-4.143, 4.425, -1.331], [-1.220, 3.525, -2.678], [-2.575, 2.489, -2.580], [-1.873, 3.066, -1.090], [-2.347, 5.432, -1.684], [-2.254, 5.366, -3.990], [-3.889, 5.908, -3.606], [-3.121, 4.561, -6.398], [-4.524, 5.431, -5.854], [-4.539, 3.621, -6.171], [-4.744, 5.236, -1.372], [-4.690, 3.624, -1.615], [-3.656, -4.272, -3.743], [-2.154, -4.174, -3.336], [-1.517, -3.019, -4.162], [-0.198, -2.801, -3.701], [0.462, -1.702, -4.318], [-2.215, -3.839, -1.930], [-4.103, -3.285, -3.633], [-4.208, -5.044, -3.206], [-3.722, -4.536, -4.799], [-1.587, -5.071, -3.587], [-2.065, -2.103, -3.944], [-1.468, -3.241, -5.228], [0.494, -1.594, -5.402], [1.477, -1.699, -3.920], [0.096, -0.770, -3.887], [-2.479, -2.867, -2.012], [-3.098, -4.187, -1.584], [-4.127, -0.146, -3.048], [-4.684, -0.529, -1.641], [-6.144, -1.118, -1.627], [-6.450, -1.384, -0.279], [-7.552, -2.208, 0.032], [-3.833, -1.612, -1.165], [-3.132, 0.290, -2.958], [-4.704, 0.591, -3.606], [-4.033, -1.070, -3.620], [-4.672, 0.228, -0.857], [-6.209, -2.038, -2.208], [-6.839, -0.375, -2.019], [-7.812, -2.147, 1.089], [-7.310, -3.231, -0.256], [-8.442, -1.929, -0.532], [-2.890, -1.314, -0.958], [-4.204, -1.904, -0.273], [2.975, -4.052, -2.473], [2.166, -4.722, -1.325], [2.888, -4.845, 0.014], [4.088, -5.672, -0.096], [4.955, -5.698, 0.971], [0.831, -4.137, -1.281], [3.502, -3.135, -2.209], [2.289, -3.647, -3.218], [3.712, -4.723, -2.915], [1.908, -5.733, -1.639], [2.242, -5.453, 0.648], [3.083, -3.865, 0.449], [4.364, -5.829, 1.878], [5.518, -4.767, 1.036], [5.544, -6.612, 0.899], [1.133, -3.251, -0.902], [0.556, -3.945, -2.234], [0.632, 7.053, 1.542], [1.737, 6.495, 0.690], [1.303, 5.545, -0.505], [0.272, 4.608, -0.247], [0.654, 3.536, 0.633], [2.595, 7.563, 0.246], [0.208, 6.239, 2.130], [-0.175, 7.593, 1.047], [1.137, 7.756, 2.205], [2.281, 5.913, 1.434], [2.110, 5.040, -1.036], [0.905, 6.154, -1.317], [0.994, 3.948, 1.582], [1.455, 2.892, 0.268], [-0.238, 2.931, 0.799], [2.996, 7.949, 1.089], [3.318, 7.205, -0.360]],
  "atomic_forces_ev_per_a": [[0.8, 1.7, -0.7], [0.5, -0.1, -0.5], [0.4, 0.1, -0.3], [-0.1, -0.4, -0.3], [0.0, -0.7, 0.3], [-0.5, -1.3, 0.3], [-0.5, 0.4, -0.2], [0.2, -0.1, -0.1], [-0.5, -0.6, 0.0], [0.0, 1.0, 0.0], [0.6, -0.3, -0.1], [-0.6, 0.3, 0.0], [0.1, 1.0, 0.5], [-0.6, 0.3, -0.1], [1.4, -0.8, 0.1], [0.0, 0.2, -1.3], [0.0, 1.4, 0.7], [-0.1, -0.4, 0.0], [-0.3, -0.3, 0.2], [0.3, -0.2, -0.2], [-0.3, -0.1, -0.5], [0.2, 0.1, 0.3], [-0.1, 0.0, -0.1], [-0.3, -0.3, 0.3], [-0.2, 0.1, 0.5], [0.2, 0.2, 0.5], [-0.3, 0.0, -0.1], [-0.1, -0.4, -0.5], [0.1, 0.1, 0.6], [0.3, 0.3, -0.3], [-0.8, 0.9, 0.8], [0.6, -0.2, -0.8], [-0.2, 0.4, -0.5], [1.4, -1.1, 0.3], [0.3, -0.3, 0.7], [-0.5, 0.9, 0.2], [0.0, 0.0, 0.0], [-0.3, -0.6, -0.2], [0.0, 0.1, 0.0], [0.2, 0.3, 0.0], [0.5, 0.1, -0.5], [-0.8, -0.1, -0.3], [0.0, -0.1, -0.3], [-0.4, -0.2, -0.2], [0.1, 0.1, 0.5], [0.3, 0.0, 0.0], [-0.2, -0.1, 0.3], [-0.3, 0.0, -0.2], [-1.0, 0.7, 1.6], [-0.1, 0.4, -0.6], [0.9, -0.4, 0.9], [-1.3, -0.1, -1.3], [0.3, -1.1, -1.4], [-0.4, 0.0, 0.4], [0.0, -0.1, 0.2], [-0.3, 0.2, -0.5], [-0.3, 0.4, 0.5], [0.1, 0.1, -0.7], [0.0, 0.0, 0.4], [0.4, 0.4, 0.2], [0.3, 0.4, 0.4], [0.1, -0.4, 0.2], [0.6, -0.3, -0.1], [0.3, -0.5, -0.1], [0.6, -0.2, 0.1], [0.5, -1.4, -2.2], [0.3, -0.6, 0.7], [0.2, 2.2, 0.1], [0.2, -1.8, 0.3], [-0.8, 0.5, 0.9], [0.2, 0.1, 0.2], [-0.6, 0.2, -0.1], [0.1, 0.2, 0.0], [-0.2, 0.2, 0.2], [0.2, 0.1, -0.3], [-0.3, 0.1, -0.2], [0.5, 0.1, 0.4], [-0.4, -0.1, 0.6], [-0.5, 0.5, -0.4], [-0.2, 0.0, 0.1], [0.1, -0.1, -0.3], [1.0, -0.3, -1.3], [-0.9, 0.0, -1.9], [0.2, -0.3, 1.1], [0.5, -0.2, -0.6], [0.6, 0.8, 1.4], [0.7, 0.0, 1.0], [-0.2, -0.2, 0.3], [0.1, 0.1, 0.2], [-0.1, 0.0, -0.1], [-0.1, -0.2, 0.4], [-0.4, 0.2, -0.4], [-0.5, -0.1, -0.1], [-0.4, -0.7, -0.1], [0.2, -0.4, -0.3], [-0.6, 0.2, -0.2], [0.2, 0.7, 1.0], [-0.2, -0.4, 0.2], [-0.5, 0.2, 0.9], [-0.5, -1.0, -0.6], [0.7, 0.6, 0.0], [0.5, 0.5, 1.0], [-0.1, -0.2, -0.9], [0.0, -0.6, 0.2], [0.1, -0.1, 0.2], [-0.3, -0.1, 0.1], [-0.2, 0.1, -0.1], [-0.1, 0.8, -0.5], [0.1, -0.1, -0.3], [-0.1, 0.1, -0.2], [0.4, 0.1, 0.0], [-0.1, -0.3, 0.2], [-0.1, 0.2, -0.1], [0.1, 0.3, 0.1], [-0.1, -0.3, 0.2], [-0.1, 0.3, 0.4], [0.9, -2.1, -1.8], [0.4, -1.3, 0.2], [-1.7, 0.9, -2.5], [-0.6, -0.1, 1.1], [0.5, 1.0, 1.9], [0.3, 0.0, 0.7], [-0.1, -0.7, -0.4], [-0.2, 0.0, 0.0], [0.9, -0.4, -0.1], [-0.4, 0.5, 0.5], [0.2, 0.2, 0.2], [0.1, 0.2, 0.6], [0.5, -0.1, 0.1], [0.4, 0.4, -0.2], [-1.2, 1.0, 0.1], [-0.4, 0.1, -0.2], [-0.5, 0.0, 0.1], [-0.2, -1.7, -0.4], [-0.3, 1.1, -0.1], [0.4, -0.7, 0.8], [-0.4, 0.9, -0.1], [-0.3, 0.2, -0.7], [-0.2, 0.2, 0.1], [0.1, -0.1, -0.3], [-0.3, 0.0, 0.3], [0.3, -0.7, -0.1], [0.7, -0.2, 0.6], [-0.3, 0.5, 0.2], [0.0, 0.0, 0.2], [0.1, 0.1, -0.5], [0.0, 0.0, 0.0], [0.4, 0.3, -0.3], [0.3, 0.1, 0.1]],
  "charge": 1,
  "orbital_gap_ev": [6.413, 6.556],
  "e_homo_ha": [-0.30822, -0.39133],
  "s_squared": 3.76,
  "max_force_ha_per_bohr": 0.0619,
  "spin_multiplicity": 4,
  "lumo_ha": [-0.073, -0.150],
  "total_energy_ev": -75648.013
}